{
  "formula": "CH3Br2PS",
  "method": "ωB97M-V/def2-TZVPD",
  "homo_energy_ev": -9.236,
  "lumo_energy_ev": 0.22,
  "largest_force_ha_per_bohr": 0.086,
  "molar_mass_g_mol": 237.88,
  "total_energy_ha": -5927.411622,
  "symbols": ["C", "P", "S", "Br", "Br", "H", "H", "H"],
  "coordinates": [[-1.28364, -0.33619, -0.28602], [1.86421, -0.08952, -0.10528], [0.12610, 0.42759, 1.01844], [-2.83463, 0.81580, -0.14899], [-1.71305, -2.11771, 0.17090], [-0.78344, 0.01784, -1.18874], [2.10442, 1.22044, -0.43238], [2.52003, 0.06174, 0.97207]],
  "mulliken_charge": [-0.423, -0.015, -0.051, -0.054, 0.011, 0.425, 0.073, 0.036]
}